## P
The following is a DFT calculation (ωB97M-V/def2-TZVPD) of a 2-piece molecular cluster, C5H12NO2P overall.

Last column: natural (NBO) charge in e.
Positions of all 21 atoms, in Å:
C1 3.846 -0.373 0.138  1.029
C2 0.633 0.188 1.512  -0.660
C3 -1.993 -0.743 -0.376  -0.436
C4 -1.654 1.585 -0.192  -0.415
C5 0.387 0.217 -0.006  -0.540
N1 -0.986 0.350 -0.560  -0.387
O1 4.005 0.544 -0.566  -0.526
O2 3.961 -1.223 0.914  -0.534
P1 1.367 -0.995 -0.978  0.320
H1 0.958 1.104 1.903  0.201
H2 -0.219 -0.294 2.143  0.174
H3 1.452 -0.512 1.721  0.222
H4 -1.450 -1.781 -0.428  0.234
H5 -2.516 -0.626 0.574  0.214
H6 -2.703 -0.771 -1.131  0.205
H7 -2.773 1.638 -0.542  0.205
H8 -1.938 1.585 0.885  0.218
H9 -1.135 2.473 -0.327  0.236
H10 -0.682 0.341 -1.474  0.437
H11 0.721 -2.198 -1.063  -0.112
H12 0.720 -0.508 -2.147  -0.085

The value obtained for the orbital gap is 7.114 eV. The HOMO energy is -6.59 eV. As for the LUMO energy: 0.5 eV. Its total charge is 0. The multiplicity is 1.

## Q
The following is a DFT calculation (ωB97M-V/def2-TZVPD) of one molecule with the formula C5H12NO2P.

Last column: natural (NBO) charge in e.
Positions of all 21 atoms, in Å:
C1 1.316 1.384 -0.339  -0.371
C2 0.345 1.613 -1.438  -0.484
C3 0.345 1.010 0.758  -0.486
C4 -0.478 0.430 -1.657  -0.448
C5 0.030 -0.384 0.445  -0.030
N1 1.026 -1.244 0.534  -0.856
O1 -1.959 -1.927 -0.238  -0.975
O2 -1.019 -2.151 2.115  -0.983
P1 -1.656 -1.044 1.124  1.229
H1 2.021 0.455 -0.588  0.208
H2 1.836 2.319 -0.010  0.203
H3 -0.203 2.470 -1.274  0.200
H4 0.992 1.887 -2.316  0.209
H5 0.934 1.040 1.677  0.192
H6 -0.438 1.691 0.725  0.219
H7 -1.533 0.365 -1.493  0.204
H8 0.012 -0.469 -2.219  0.207
H9 1.936 -0.905 0.978  0.379
H10 -2.868 -2.209 -0.180  0.485
H11 0.879 -2.253 0.506  0.407
H12 -1.518 -2.077 2.889  0.490

The value obtained for the orbital gap (spin up / spin down) is 7.312 / 7.313 eV. The HOMO energy (spin up / spin down) is -6.59 / -6.59 eV. As for the LUMO energy (spin up / spin down): 0.7 / 0.7 eV. Its total charge is 0. The multiplicity is 1.

The winner here is Q, beating the second structure by 0.0497 hartree.

## P
The following is a DFT calculation (ωB97M-V/def2-TZVPD) of a 2-piece molecular cluster, C3H7O2S overall.

Last column: natural (NBO) charge in e.
Positions of all 13 atoms, in Å:
O1 1.182 -1.105 1.810  -0.602
C1 0.177 -0.361 1.540  0.423
C2 0.156 1.074 1.240  -0.550
C3 0.136 1.280 -0.383  -0.495
S1 -1.385 0.484 -1.078  -0.675
H1 -0.796 -0.910 1.393  0.145
H2 0.996 1.696 1.707  0.206
H3 -0.889 1.379 1.574  0.229
H4 1.014 0.694 -0.757  0.180
H5 0.288 2.312 -0.750  0.190
H6 0.347 -2.397 -2.566  0.450
H7 -0.642 -1.746 -1.446  0.504
O2 -0.584 -2.400 -2.284  -1.004

The value obtained for the orbital gap is 7.060 eV. The HOMO energy is -3.03 eV. As for the LUMO energy: 4.0 eV. Its total charge is -1. The multiplicity is 1.

## Q
The following is a DFT calculation (ωB97M-V/def2-TZVPD) of a 2-piece molecular cluster, C3H7O2S overall.

Last column: natural (NBO) charge in e.
Positions of all 13 atoms, in Å:
C1 0.966 0.001 1.799  -0.724
S1 1.033 1.510 0.719  0.083
C2 -0.173 1.240 -0.606  -0.721
H1 1.530 -0.778 1.285  0.228
H2 -0.040 -0.398 1.847  0.247
H3 1.508 0.181 2.726  0.192
H4 0.192 0.548 -1.351  0.229
H5 -1.136 0.879 -0.266  0.253
H6 -0.301 2.241 -1.024  0.193
O1 -0.184 -1.708 -0.165  -0.806
C3 -0.985 -1.807 -1.115  0.632
O2 -1.847 -1.006 -1.532  -0.791
H7 -0.872 -2.724 -1.748  -0.015

The value obtained for the orbital gap is 7.700 eV. The HOMO energy is -4.15 eV. As for the LUMO energy: 3.5 eV. Its total charge is -1. The multiplicity is 1.

The winner here is Q, beating the second structure by 0.0374 hartree.

## P
The following is a DFT calculation (ωB97M-V/def2-TZVPD) of C4H10N3O as an isolated structure.

Last column: Löwdin charge in e.
Positions of all 18 atoms, in Å:
C1 -2.366 1.363 -0.342  -0.108
C2 -1.039 1.539 -0.027  0.066
C3 -0.700 0.235 0.273  0.022
C4 -1.733 -2.057 0.134  0.006
N1 -2.666 0.104 -0.279  0.168
N2 -1.622 -0.662 0.123  -0.145
N3 3.327 0.348 -0.495  0.151
O1 1.339 -0.046 0.963  -0.185
H1 -3.238 2.109 -0.581  0.176
H2 -0.462 2.393 -0.172  0.109
H3 3.553 -0.584 -0.768  0.093
H4 -0.738 -2.554 0.236  0.122
H5 -2.421 -2.195 1.115  0.162
H6 -2.321 -2.344 -0.701  0.084
H7 4.178 0.642 0.022  0.130
H8 2.196 0.321 0.079  0.059
H9 3.410 0.920 -1.318  0.097
H10 1.300 0.467 1.740  -0.006

The value obtained for the orbital gap (spin up / spin down) is 9.277 / 7.097 eV. The HOMO energy (spin up / spin down) is -12.02 / -14.15 eV. As for the expectation value of S²: 2.03. As for the LUMO energy (spin up / spin down): -2.7 / -7.0 eV. Its total charge is +1. The multiplicity is 3.

## Q
The following is a DFT calculation (ωB97M-V/def2-TZVPD) of an isolated ion of composition C4H10N3O and charge +1.

Last column: natural (NBO) charge in e.
Positions of all 18 atoms, in Å:
C1 -0.111 0.886 1.402  0.376
C2 -0.891 -0.084 -1.674  -0.375
C3 0.298 -0.873 -1.871  -0.376
C4 -0.236 -0.712 -0.447  -0.187
N1 -1.421 1.241 1.317  -0.699
N2 0.523 -0.032 0.485  0.112
N3 1.784 -0.505 0.819  -0.631
O1 0.575 1.349 2.422  -0.643
H1 -0.826 0.983 -1.685  0.237
H2 -1.913 -0.378 -1.991  0.255
H3 0.079 -1.805 -2.304  0.250
H4 1.119 -0.265 -2.101  0.233
H5 -0.644 -1.689 -0.222  0.276
H6 -2.018 0.886 0.513  0.425
H7 -1.835 1.643 2.142  0.432
H8 1.514 1.136 2.280  0.510
H9 2.424 -0.300 0.027  0.413
H10 1.579 -1.481 0.886  0.392

The value obtained for the orbital gap (spin up / spin down) is 6.534 / 6.450 eV. The HOMO energy (spin up / spin down) is -9.50 / -14.61 eV. As for the expectation value of S²: 2.01. As for the LUMO energy (spin up / spin down): -3.0 / -8.2 eV. Its total charge is +1. The multiplicity is 3.

The winner here is P, beating the second structure by 0.0093 hartree.

## P
The following is a DFT calculation (ωB97M-V/def2-TZVPD) of C35H47Cl3N5O2SeV as an isolated structure.

Last column: Löwdin charge in e.
Positions of all 94 atoms, in Å:
V1 1.027 -0.364 1.940  0.249
Cl1 7.269 -4.099 2.430  0.654
C1 5.807 -3.303 2.697  -0.710
C2 4.650 -3.595 1.903  -0.127
C3 3.576 -2.788 2.048  -0.551
Cl2 2.187 -2.725 0.969  0.746
C4 3.520 -1.826 3.109  -0.409
O1 2.486 -1.049 3.262  -0.281
C5 4.685 -1.611 4.013  -0.602
Cl3 4.314 -0.884 5.523  0.685
C6 5.775 -2.401 3.835  -0.150
H1 4.623 -4.332 1.076  0.118
H2 6.534 -2.452 4.569  0.083
C7 -2.295 -0.555 -2.101  0.036
H3 -2.852 0.012 -1.376  0.029
H4 -2.316 -1.594 -1.995  0.005
C8 -0.241 -2.902 4.220  -0.054
C9 -0.975 -2.391 3.058  -0.434
O2 -0.553 -1.564 2.182  -0.230
C10 -2.321 -2.941 2.894  -0.173
C11 -3.318 -2.206 2.153  -0.033
C12 -4.633 -2.653 2.123  -0.122
C13 -5.021 -3.815 2.835  -0.130
C14 -4.021 -4.629 3.437  -0.105
C15 -2.712 -4.132 3.524  -0.078
H5 -0.864 -3.067 5.086  0.071
H6 0.577 -2.225 4.503  0.072
H7 0.218 -3.898 4.050  0.090
H8 -3.003 -1.321 1.581  0.096
H9 -5.371 -2.083 1.624  0.072
H10 -6.080 -4.089 2.765  0.077
H11 -4.290 -5.576 3.870  0.079
H12 -2.017 -4.789 3.980  0.080
C16 -1.968 5.455 -2.812  -0.135
C17 -1.222 4.145 -2.395  -0.242
C18 -2.204 2.969 -2.062  -0.179
C19 -2.652 2.115 -3.256  -0.161
N1 -1.697 1.154 -3.728  0.013
C20 -1.435 -0.023 -3.065  -0.295
Se1 1.100 0.963 0.163  -0.046
N2 -0.423 -0.701 -3.719  0.036
C21 -0.098 -2.056 -3.292  -0.149
C22 1.186 -2.677 -3.827  -0.234
C23 2.445 -1.964 -3.443  -0.263
C24 3.741 -2.732 -3.815  -0.102
C25 -0.078 0.051 -4.854  -0.125
C26 0.630 -0.336 -6.006  -0.020
C27 0.381 0.385 -7.154  -0.125
C28 -0.412 1.518 -7.185  -0.124
C29 -0.956 1.979 -6.013  -0.030
C30 -0.821 1.220 -4.842  -0.116
H13 -1.212 6.218 -3.139  0.070
H14 -2.461 5.999 -1.960  0.068
H15 -2.760 5.277 -3.542  0.055
H16 -0.571 4.284 -1.520  0.090
H17 -0.513 3.974 -3.266  0.114
H18 -3.105 3.413 -1.668  0.095
H19 -1.658 2.346 -1.257  0.104
H20 -2.993 2.770 -4.076  0.124
H21 -3.485 1.524 -2.939  0.098
H22 -0.921 -2.743 -3.666  0.141
H23 -0.163 -2.064 -2.205  0.118
H24 1.075 -2.818 -4.927  0.101
H25 1.200 -3.728 -3.432  0.130
H26 2.283 -1.816 -2.365  0.099
H27 2.613 -0.955 -3.849  0.108
H28 3.539 -3.762 -4.085  0.052
H29 4.480 -2.745 -2.971  0.081
H30 4.186 -2.281 -4.715  0.064
H31 1.351 -1.176 -6.011  0.102
H32 0.990 0.175 -8.056  0.107
H33 -0.649 2.029 -8.094  0.091
H34 -1.570 2.862 -6.056  0.098
C31 -1.911 1.282 2.652  -0.068
N3 -0.966 2.356 2.886  -0.137
C32 -1.360 3.621 2.201  -0.023
C33 0.236 2.060 3.434  -0.455
N4 0.706 0.819 3.556  0.026
N5 0.967 3.129 3.806  -0.155
C34 2.398 3.082 3.592  -0.034
C35 0.438 4.317 4.448  -0.056
H35 -2.915 1.754 2.831  0.105
H36 -1.730 0.508 3.353  0.070
H37 -1.885 0.946 1.618  0.069
H38 -2.068 3.265 1.487  0.066
H39 -0.473 4.163 1.803  0.104
H40 -1.821 4.250 2.966  0.070
H41 1.517 0.802 4.204  0.076
H42 2.912 2.486 4.340  0.086
H43 2.712 4.106 3.659  0.076
H44 2.632 2.742 2.602  0.071
H45 -0.623 4.357 4.578  0.070
H46 0.843 5.166 3.868  0.097
H47 0.853 4.389 5.433  0.078

The value obtained for the orbital gap (spin up / spin down) is 4.505 / 6.544 eV. The HOMO energy (spin up / spin down) is -2.21 / -4.26 eV. As for the expectation value of S²: 3.80. As for the LUMO energy (spin up / spin down): 2.3 / 2.3 eV. Its total charge is -1. The multiplicity is 4.

## Q
The following is a DFT calculation (ωB97M-V/def2-TZVPD) of C35H47Cl3N5O2SeV as an isolated structure.

Last column: Löwdin charge in e.
Positions of all 94 atoms, in Å:
V1 -2.274 -0.053 -1.578  0.568
Cl1 -2.990 6.179 -4.928  0.625
C1 -3.179 4.650 -4.160  -0.709
C2 -2.075 3.773 -3.927  -0.125
C3 -2.178 2.684 -3.137  -0.574
Cl2 -0.845 1.692 -2.726  0.840
C4 -3.426 2.367 -2.622  -0.488
O1 -3.612 1.409 -1.809  -0.241
C5 -4.577 3.134 -2.992  -0.587
Cl3 -6.087 2.423 -2.593  0.715
C6 -4.469 4.304 -3.747  -0.146
H1 -1.143 4.097 -4.467  0.121
H2 -5.352 4.997 -3.912  0.122
C7 -1.885 -1.259 -2.878  -0.323
H3 -1.217 -1.041 -3.763  -0.078
H4 -2.102 -2.331 -2.929  -0.113
C8 -2.443 2.489 0.807  -0.052
C9 -2.136 1.062 1.158  -0.420
O2 -1.462 0.319 0.307  -0.222
C10 -2.411 0.566 2.473  -0.172
C11 -2.055 -0.738 2.941  -0.070
C12 -2.269 -1.064 4.239  -0.137
C13 -2.922 -0.173 5.121  -0.154
C14 -3.319 1.079 4.700  -0.151
C15 -3.165 1.419 3.373  -0.063
H5 -1.652 2.852 0.140  0.078
H6 -2.432 3.114 1.702  0.053
H7 -3.490 2.594 0.429  0.095
H8 -1.462 -1.399 2.296  0.103
H9 -1.897 -2.057 4.572  0.099
H10 -2.875 -0.343 6.205  0.081
H11 -3.864 1.710 5.374  0.083
H12 -3.667 2.365 2.985  0.109
C16 5.029 -4.487 1.996  -0.130
C17 5.910 -3.456 1.330  -0.289
C18 5.364 -2.835 0.038  -0.180
C19 4.051 -2.087 0.214  -0.172
N1 4.156 -0.670 0.468  -0.033
C20 3.894 0.336 -0.416  -0.692
Se1 3.676 0.078 -2.236  0.623
N2 3.942 1.526 0.222  -0.026
C21 3.556 2.839 -0.345  -0.135
C22 4.667 3.906 -0.156  -0.188
C23 6.086 3.435 -0.599  -0.239
C24 6.181 3.290 -2.152  -0.115
C25 4.133 1.305 1.606  -0.137
C26 4.063 2.089 2.726  -0.025
C27 4.219 1.484 3.951  -0.094
C28 4.390 0.095 4.088  -0.085
C29 4.400 -0.728 2.970  -0.004
C30 4.300 -0.083 1.730  -0.127
H13 5.613 -4.882 2.840  0.069
H14 4.750 -5.345 1.327  0.092
H15 4.128 -4.074 2.485  0.065
H16 6.802 -3.965 0.962  0.099
H17 6.201 -2.675 2.072  0.103
H18 5.183 -3.634 -0.692  0.116
H19 6.145 -2.188 -0.365  0.117
H20 3.397 -2.465 0.985  0.121
H21 3.547 -2.133 -0.801  0.080
H22 2.666 3.199 0.180  0.126
H23 3.294 2.655 -1.408  0.077
H24 4.742 4.156 0.916  0.085
H25 4.360 4.846 -0.621  0.110
H26 6.282 2.438 -0.156  0.105
H27 6.756 4.213 -0.248  0.090
H28 5.459 2.506 -2.417  0.011
H29 7.188 3.051 -2.552  0.067
H30 5.832 4.220 -2.721  0.089
H31 3.796 3.162 2.590  0.122
H32 4.211 2.108 4.841  0.102
H33 4.569 -0.297 5.088  0.102
H34 4.553 -1.835 3.044  0.104
C31 -2.814 -3.505 0.158  -0.061
N3 -3.760 -3.339 -0.924  -0.173
C32 -3.759 -4.365 -1.898  -0.104
C33 -4.414 -2.137 -1.083  -0.398
N4 -3.908 -1.012 -0.655  0.087
N5 -5.623 -2.289 -1.739  -0.129
C34 -6.394 -1.115 -2.158  -0.077
C35 -6.470 -3.521 -1.667  -0.074
H35 -2.818 -4.496 0.643  0.083
H36 -3.039 -2.732 0.927  0.084
H37 -1.768 -3.346 -0.133  0.089
H38 -2.860 -4.232 -2.585  0.097
H39 -4.663 -4.389 -2.526  0.070
H40 -3.582 -5.323 -1.412  0.084
H41 -4.561 -0.237 -0.691  0.056
H42 -6.820 -0.491 -1.324  0.096
H43 -7.277 -1.523 -2.674  0.076
H44 -5.826 -0.460 -2.835  0.069
H45 -5.967 -4.349 -1.201  0.061
H46 -6.893 -3.742 -2.672  0.096
H47 -7.345 -3.317 -0.994  0.096

The value obtained for the orbital gap (spin up / spin down) is 4.499 / 5.570 eV. The HOMO energy (spin up / spin down) is -2.20 / -3.28 eV. As for the expectation value of S²: 3.83. As for the LUMO energy (spin up / spin down): 2.3 / 2.3 eV. Its total charge is -1. The multiplicity is 4.

The winner here is P, beating the second structure by 0.0478 hartree.